Molecular formula: C4H15FNO4PS3
Method: DFT, ωB97M-V with the def2-TZVPD basis set

Positions of all 29 atoms, in Å:
O: 2.81 -0.01 1.08
S: 2.88 -0.04 -0.34
O: 3.95 0.53 -1.06
F: 2.76 -1.52 -0.76
N: 1.42 0.53 -1.00
S: 1.11 2.11 -0.38
P: -0.04 -0.42 -0.90
S: -0.12 -2.14 -1.73
H: 0.88 1.79 0.91
H: -0.89 0.53 -1.45
H: -0.34 -0.39 0.47
C: -2.83 5.27 -0.73
C: -2.51 4.17 -1.72
O: -1.96 3.02 -1.08
H: -1.94 5.56 -0.17
H: -3.22 6.15 -1.24
H: -3.59 4.94 -0.01
H: -1.74 4.50 -2.42
H: -3.40 3.89 -2.29
H: -2.62 2.69 -0.45
C: 1.12 -5.49 1.71
C: 1.38 -4.00 1.57
O: 0.17 -3.25 1.44
H: 0.56 -5.85 0.86
H: 2.06 -6.04 1.78
H: 0.54 -5.69 2.61
H: 1.95 -3.79 0.66
H: 1.96 -3.63 2.42
H: -0.35 -3.40 2.24

Calculated values
Total energy in eV: -58581.976
HOMO level in eV: -9.0113
LUMO level in eV: 0.29
Orbital gap in eV: 9.304

Atomic partial charges in e from the Löwdin method, atoms 1 to 2:
1 O -0.268
2 S 0.457